No. 1
Molecular formula: CClI3S
Method: DFT, ωB97M-V/def2-TZVPD

Results
Energy relative to the best compared isomer or geometry (same formula, charge and spin), kcal per mole: 10.5
HOMO (spin up / spin down), eV: -9.60 / -8.28
Lowest unoccupied orbital energy (spin up / spin down), hartree: -0.0651 / -0.1131

Geometry (Å):
C 0.43 -0.33 0.18
S 1.18 0.70 -0.90
Cl -0.13 2.26 -0.90
I -0.01 0.10 2.28
I 0.78 -2.35 -0.27
I -3.17 -1.13 0.43

Atom charges from the Mulliken analysis, given in e for atoms 1 to 4: -0.315 0.090 -0.136 0.155

***

No. 2
Molecular formula: CClNO2P
Method: DFT, ωB97M-V/def2-TZVPD

Results
Energy relative to the best compared isomer or geometry (same formula, charge and spin), kcal per mole: 42.0
Net charge: -1
HOMO, eV: -5.41
Lowest unoccupied orbital energy, hartree: 0.0966

Geometry (Å):
C -0.02 1.16 -0.66
N -0.49 1.88 -1.44
O -0.71 0.18 1.69
O 1.62 -0.61 0.86
P 0.29 -0.12 0.64
Cl -0.69 -2.49 -1.08

Atom charges from the Mulliken analysis, given in e for atoms 1 to 4: 0.310 -0.350 -0.544 -0.520

***

No. 3
Molecular formula: CClNO3S2
Method: DFT, ωB97M-V/def2-TZVPD

Results
Energy relative to the best compared isomer or geometry (same formula, charge and spin), kcal per mole: 4.6
Net charge: -2
HOMO, eV: -1.84
Lowest unoccupied orbital energy, hartree: 0.1095

Geometry (Å):
C 2.78 5.66 6.83
N 2.66 6.48 7.71
O 3.05 5.18 5.77
O -3.35 -5.09 -8.84
O -1.64 -4.72 -7.04
S 2.60 6.75 9.33
S -2.75 -5.52 -7.55
Cl -3.34 -8.74 -6.21

Atom charges from the Mulliken analysis, given in e for atoms 1 to 4: 0.443 -0.220 -0.598 -0.427

***

No. 4
Molecular formula: CClNOS
Method: DFT, ωB97M-V/def2-TZVPD

Results
Energy relative to the best compared isomer or geometry (same formula, charge and spin), kcal per mole: 0.0
HOMO, eV: -10.22
Lowest unoccupied orbital energy, hartree: -0.0478
SMILES: N#COSCl

Geometry (Å):
C -0.40 -0.11 0.91
N -0.02 -0.67 1.85
O -1.00 0.53 -0.01
S -0.23 0.31 -1.66
Cl 1.65 -0.06 -1.09

Atom charges from the Mulliken analysis, given in e for atoms 1 to 4: 0.554 -0.382 -0.364 0.264